Record 1
A 2-piece molecular cluster, C2H10NO overall in a non-equilibrium geometry, computed with ωB97M-V/def2-TZVPD.

The energy above the lowest of the compared OMol25 structures with the same formula, charge and spin comes out at 1.2319 eV. Its HOMO-LUMO gap is 11.0 eV. As for the LUMO energy: -0.1328 Ha. Its charge is +1.

XYZ file:
```
14
C2H10NO | OMol25 | ωB97M-V/def2-TZVPD
C -0.2427 0.7811 -2.1756
N 0.3489 -0.3299 -1.4122
H 1.0449 -0.0202 -0.7318
H -0.3263 -0.8740 -0.8807
H 0.6558 -1.0446 -2.0756
H -0.4990 1.7318 -1.6950
H -1.1375 0.4554 -2.6733
H 0.5209 1.1320 -2.9268
C -0.4230 0.2678 2.2158
O 0.3329 -0.6663 1.4149
H 0.5805 -1.4782 1.9001
H -1.0550 0.8967 1.5902
H 0.3004 0.7223 2.8767
H -1.1635 -0.2294 2.9197
```

=====

Record 2
C2H10NO as an isolated structure in a non-equilibrium geometry, computed with ωB97M-V/def2-TZVPD.

The energy above the lowest of the compared OMol25 structures with the same formula, charge and spin comes out at 1.9502 eV. Its HOMO-LUMO gap is 12.0 eV. As for the LUMO energy: -0.1256 Ha. Its charge is +1.

XYZ file:
```
14
C2H10NO | OMol25 | ωB97M-V/def2-TZVPD
N -1.7087 -0.0850 1.5287
H -1.3010 0.3777 2.3310
H -0.6703 -0.8449 0.8874
H -1.8134 0.6649 0.7896
H -2.5926 -0.3965 1.8439
C 1.0647 -0.4689 -0.7587
O 0.0662 -1.2005 -0.0829
C 0.9225 1.0630 -0.8198
H 1.2180 -0.7570 -1.7608
H 2.1087 -0.6928 -0.4591
H -0.0142 -1.9824 -0.5286
H 0.4219 1.5554 -0.0058
H 0.3836 1.3192 -1.8240
H 1.9146 1.4480 -1.1409
```

=====

Record 3
A 2-piece molecular cluster, C2H10NO overall in a non-equilibrium geometry, computed with ωB97M-V/def2-TZVPD.

The energy above the lowest of the compared OMol25 structures with the same formula, charge and spin comes out at 0.4573 eV. Its HOMO-LUMO gap is 12.9 eV. As for the LUMO energy: -0.1241 Ha. Its charge is +1.

XYZ file:
```
14
C2H10NO | OMol25 | ωB97M-V/def2-TZVPD
O 0.1509 -1.1985 -2.1516
H 0.7385 -1.0676 -2.9300
H -1.1819 1.1694 0.0237
H -0.1032 -2.1066 -2.3300
C 0.7707 1.2844 1.4557
C 0.1861 -0.0774 0.9969
N -1.0517 0.1597 0.1375
H 0.0019 1.9782 1.7983
H 1.3954 1.0183 2.3067
H 1.3289 1.8387 0.7036
H 1.0149 -0.4585 0.3961
H -0.0747 -0.8687 1.6811
H -0.8435 -0.1272 -0.8319
H -1.8435 -0.2651 0.5887
```

=====

Record 4
A 3-piece molecular cluster, C2H10NO2 overall, computed with ωB97M-V/def2-TZVPD.

The energy above the lowest of the compared OMol25 structures with the same formula, charge and spin comes out at 0.3207 eV. Its HOMO-LUMO gap is 12.0 eV. As for the LUMO energy: -0.1120 Ha. Its charge is +1.

XYZ file:
```
15
C2H10NO2 | OMol25 | ωB97M-V/def2-TZVPD
C 0.9287 0.3096 -0.9637
C 1.8491 0.9439 -0.2716
N -0.4646 0.2076 -0.4868
H 1.1453 -0.2162 -1.8754
H 2.8492 0.9945 -0.6612
H 1.6586 1.4517 0.6590
H -1.0847 0.8014 -1.0378
H -0.4708 0.4894 0.5056
H -0.7823 -0.7798 -0.5428
H -0.6531 -3.0884 0.0924
H -0.2601 -3.0421 -1.3935
O -0.7670 -2.5729 -0.7152
H -1.6454 1.8615 2.4352
H -0.2848 1.2308 2.7737
O -0.8606 1.4801 2.0245
```

=====

Record 5
A 3-piece molecular cluster, C2H10NO2S overall in a non-equilibrium geometry, computed with ωB97M-V/def2-TZVPD.

The energy above the lowest of the compared OMol25 structures with the same formula, charge and spin comes out at 0.3299 eV. Its HOMO-LUMO gap is 6.5 eV. As for the LUMO energy: 0.1333 Ha. Its charge is -1.

XYZ file:
```
16
C2H10NO2S | OMol25 | ωB97M-V/def2-TZVPD
C 0.0041 0.1154 0.3583
C 0.1498 -0.0223 -1.1906
S -1.1402 -1.0248 -1.9294
N -0.1336 -1.2086 0.9882
H -0.9074 0.7218 0.4706
H 0.7414 0.6949 0.9278
H 1.1563 -0.4493 -1.3293
H 0.1674 0.9643 -1.6715
H 0.8155 -1.5852 1.0208
H -0.5854 -1.7664 0.2503
H 1.2891 -1.4543 3.7276
H 0.1952 -0.9135 2.8490
O 0.5424 -0.8498 3.7676
H 0.6904 2.9490 -0.1866
H 1.6865 2.9674 -1.2791
O 1.2002 3.5783 -0.7136
```

=====

Record 6
A 3-piece molecular cluster, C2H10NO3 overall in a non-equilibrium geometry, computed with ωB97M-V/def2-TZVPD.

The energy above the lowest of the compared OMol25 structures with the same formula, charge and spin comes out at 1.3645 eV. Its HOMO-LUMO gap is 7.3 eV. As for the LUMO energy: 0.1521 Ha. Its charge is -1.

XYZ file:
```
16
C2H10NO3 | OMol25 | ωB97M-V/def2-TZVPD
C 0.3557 0.1096 -2.1674
N 1.0463 -0.7941 -1.2475
C 0.9454 -0.3246 0.0442
O -0.2440 -0.2021 0.6286
H 0.4150 -0.1898 -3.2287
H 0.8543 1.0550 -2.2840
H -0.6552 0.2454 -1.7633
H 0.5277 -1.6712 -1.3399
H 1.4530 0.6790 -0.1072
H 1.7216 -1.0455 0.6344
H -1.2517 2.3470 -0.1907
H -1.4930 1.4593 1.0244
O -1.4045 2.4301 0.7500
H -0.4291 -0.6369 2.9930
H -0.8311 -2.1438 2.8662
O -1.0106 -1.3171 3.3879
```

=====

Record 7
A 4-piece molecular cluster, C2H10NO5 overall in a non-equilibrium geometry, computed with ωB97M-V/def2-TZVPD.

The energy above the lowest of the compared OMol25 structures with the same formula, charge and spin comes out at 2.9746 eV. Its HOMO-LUMO gap is 7.7 eV. As for the LUMO energy: 0.1305 Ha. Its charge is -1.

XYZ file:
```
18
C2H10NO5 | OMol25 | ωB97M-V/def2-TZVPD
O 2.6954 0.3503 1.6456
C 1.5165 0.0505 1.3272
N 0.9919 0.4340 0.1720
C -0.3256 -0.1624 -0.3900
O -0.7795 -1.2804 0.0853
H 1.0242 -0.5451 2.0817
H 1.5789 0.8358 -0.6234
H -0.0911 -0.2431 -1.5930
H -1.0465 0.7340 -0.0152
H -1.4793 -1.7547 -1.4296
H -2.8986 -1.9411 -2.2523
O -1.9921 -1.6905 -2.2779
H 3.5209 3.4098 0.6218
H 4.3163 3.6274 1.9078
O 3.6626 4.0314 1.3782
H -3.7275 -2.4387 -0.8133
H -3.1073 -1.4223 0.2112
O -3.8591 -1.9950 -0.0361
```

=====

Record 8
A 2-piece molecular cluster, C2H10NOS overall in a non-equilibrium geometry, computed with ωB97M-V/def2-TZVPD.

The energy above the lowest of the compared OMol25 structures with the same formula, charge and spin comes out at 1.0885 eV. Its HOMO-LUMO gap is 10.4 eV. As for the LUMO energy: -0.1341 Ha. Its charge is +1.

XYZ file:
```
15
C2H10NOS | OMol25 | ωB97M-V/def2-TZVPD
C -0.7457 0.5702 -0.8709
C -0.8297 -0.8939 -1.2081
S 0.3536 -1.9307 -0.2954
N 0.6473 1.1611 -0.3826
H -1.4139 0.8327 -0.0567
H -1.0410 1.2466 -1.7277
H -0.6609 -1.1119 -2.3294
H -1.8926 -1.1346 -1.2262
H -0.2113 -1.5692 0.8774
H 0.3512 1.4027 0.5556
H 0.9341 1.9371 -0.9649
H 1.3625 0.3960 -0.4140
H 1.6450 -0.8252 2.3812
H 0.2824 -0.0345 2.9237
O 1.2190 -0.0464 2.7380
```

=====

Record 9
A 2-piece molecular cluster, C2H10NOS overall in a non-equilibrium geometry, computed with ωB97M-V/def2-TZVPD.

The energy above the lowest of the compared OMol25 structures with the same formula, charge and spin comes out at 0.3677 eV. The spin multiplicity is 2. Its HOMO-LUMO gap (spin up / spin down) is 11.9 / 6.8 eV. As for the LUMO energy (spin up / spin down): -0.3004 / -0.4860 Ha. Its charge is +2.

XYZ file:
```
15
C2H10NOS | OMol25 | ωB97M-V/def2-TZVPD
C 0.5136 0.5281 0.6728
C -0.5434 1.4598 0.0355
S -2.1607 1.2469 0.7265
N 1.2242 -0.3452 -0.3489
H 1.3448 1.1329 1.0495
H 0.1651 -0.1896 1.4027
H -0.1974 2.4758 -0.0121
H -0.6062 1.1767 -1.0191
H -2.6065 2.5076 0.5170
H 1.4526 0.2226 -1.1607
H 2.1247 -0.5669 0.0809
H 0.7767 -1.2359 -0.5922
H 0.0651 -3.3743 -0.5280
H -1.1895 -2.4599 -0.6536
O -0.3629 -2.5785 -0.1703
```

=====

Record 10
A 2-piece molecular cluster, C2H10NOS2 overall in a non-equilibrium geometry, computed with ωB97M-V/def2-TZVPD.

The energy above the lowest of the compared OMol25 structures with the same formula, charge and spin comes out at 0.4496 eV. Its HOMO-LUMO gap is 9.2 eV. As for the LUMO energy: -0.1183 Ha. Its charge is +1.

XYZ file:
```
16
C2H10NOS2 | OMol25 | ωB97M-V/def2-TZVPD
N 0.0149 0.9552 0.4297
C 1.1250 -0.0596 0.1630
C 0.8683 -1.3476 0.9763
S -0.2654 -2.5468 0.2686
S -2.1220 -1.5566 0.6590
H -0.1691 1.5380 -0.4020
H -0.8311 0.4314 0.6445
H 0.3120 1.5210 1.2249
H 0.9194 -0.3781 -0.8583
H 2.0863 0.3750 0.4029
H 0.7389 -1.1305 2.0399
H 1.8427 -1.8541 1.0011
H -2.7737 -2.7113 0.9204
H -1.1808 1.8575 -2.7997
H -0.0640 2.8396 -2.5151
O -0.5015 2.0670 -2.1553
```

=====

Record 11
A 2-piece molecular cluster, C2H10NOS2 overall in a non-equilibrium geometry, computed with ωB97M-V/def2-TZVPD.

The energy above the lowest of the compared OMol25 structures with the same formula, charge and spin comes out at 1.2223 eV. The spin multiplicity is 2. Its HOMO-LUMO gap (spin up / spin down) is 10.3 / 6.8 eV. As for the LUMO energy (spin up / spin down): -0.3326 / -0.4536 Ha. Its charge is +2.

XYZ file:
```
16
C2H10NOS2 | OMol25 | ωB97M-V/def2-TZVPD
N 0.5666 -0.2675 -1.1449
C -0.6851 -0.6909 -0.4399
C -0.3994 -0.3014 1.0442
S -1.5346 -0.6292 2.3109
S -0.3955 -0.7431 4.0965
H 0.8222 0.7699 -1.4913
H 1.1392 -0.5483 -0.3287
H 0.9696 -0.8858 -1.8343
H -1.5169 -0.1198 -0.7759
H -0.8456 -1.7452 -0.5537
H -0.0087 0.7731 1.0689
H 0.4936 -0.9842 1.2419
H -0.6531 -2.0571 4.4768
H -0.0843 2.5462 -2.2768
H 1.3692 2.7935 -2.8364
O 0.7627 2.0898 -2.5573
```

=====

Record 12
A 3-piece molecular cluster, C2H10O2S overall, computed with ωB97M-V/def2-TZVPD.

The SMILES is CCS.O.O. The energy above the lowest of the compared OMol25 structures with the same formula, charge and spin comes out at 0.2560 eV. Its HOMO-LUMO gap is 9.9 eV. As for the LUMO energy: 0.0270 Ha.

XYZ file:
```
15
C2H10O2S | OMol25 | ωB97M-V/def2-TZVPD
C 1.4169 -0.2625 -3.0083
C 0.0137 -0.5250 -2.5063
S -0.0390 -0.5195 -0.6622
H 2.0756 -1.0627 -2.6977
H 1.8171 0.6829 -2.6612
H 1.4713 -0.2337 -4.0952
H -0.6549 0.2894 -2.7664
H -0.3512 -1.4594 -2.9107
H 1.0269 -1.3315 -0.5923
H -0.9461 -0.0038 3.1904
H -1.4048 -0.9508 4.3094
O -0.7844 -0.2385 4.1147
H -0.2069 2.4402 1.2819
H 0.4118 1.2448 2.0074
O -0.4215 1.7124 1.8879
```

=====

Record 13
A 2-piece molecular cluster, C2H10O2Si2 overall in a non-equilibrium geometry, computed with ωB97M-V/def2-TZVPD.

The energy above the lowest of the compared OMol25 structures with the same formula, charge and spin comes out at 4.2699 eV. Its HOMO-LUMO gap (spin up / spin down) is 7.6 / 8.0 eV. As for the LUMO energy (spin up / spin down): 0.0064 / 0.0025 Ha.

XYZ file:
```
16
C2H10O2Si2 | OMol25 | ωB97M-V/def2-TZVPD
C -0.7271 0.0075 -2.1314
C 2.3473 -1.4607 -0.0157
O 0.5598 2.2695 -0.5832
O -0.7044 0.5432 0.8822
Si -2.0604 0.4489 1.7717
Si 0.1501 0.6586 -0.4909
H -1.7665 0.2747 -2.2183
H -0.2289 0.1843 -3.0627
H -0.8162 -1.1119 -1.9455
H 2.9071 -1.1704 -0.8520
H 2.8385 -1.3043 1.0334
H 1.9359 -2.4285 -0.2829
H 0.1437 2.7709 0.1711
H -2.1316 1.6593 2.7123
H -1.9877 -0.8001 2.4289
H -3.0235 0.7365 0.6993
```

=====

Record 14
A 4-piece molecular cluster, C2H10O3 overall in a non-equilibrium geometry, computed with ωB97M-V/def2-TZVPD.

The SMILES is C=C.O.O.O. The energy above the lowest of the compared OMol25 structures with the same formula, charge and spin comes out at 1.7639 eV. Its HOMO-LUMO gap is 10.1 eV. As for the LUMO energy: 0.0140 Ha.

XYZ file:
```
15
C2H10O3 | OMol25 | ωB97M-V/def2-TZVPD
C -2.1395 4.0150 -0.9272
C -1.5075 3.7685 -2.1865
H -1.7353 4.8108 -0.3504
H -3.0428 3.4413 -0.6258
H -0.5891 4.4214 -2.3413
H -1.8567 3.0249 -2.9076
H -0.0028 -0.1946 -0.4187
H -0.0413 -1.7074 -0.3787
O -0.3399 -0.8971 -0.8979
H 1.3953 -3.8917 1.4905
H 2.4843 -4.9207 1.8900
O 2.3871 -4.1176 1.4126
H 0.9499 -0.3343 1.4322
H 1.4162 -1.2036 2.6117
O 0.8158 -1.2537 1.7704
```

=====

Record 15
A 4-piece molecular cluster, C2H10O4 overall in a non-equilibrium geometry, computed with ωB97M-V/def2-TZVPD.

The SMILES is C=CO.O.O.O. The energy above the lowest of the compared OMol25 structures with the same formula, charge and spin comes out at 1.0845 eV. Its HOMO-LUMO gap is 10.2 eV. As for the LUMO energy: 0.0204 Ha.

XYZ file:
```
16
C2H10O4 | OMol25 | ωB97M-V/def2-TZVPD
C 1.9768 1.1839 -1.2630
C 1.1061 0.2424 -0.9259
O -0.2340 0.5295 -0.7856
H 3.0160 0.8947 -1.3234
H 1.6379 2.1599 -1.5751
H 1.5140 -0.6739 -0.5420
H -0.6504 -0.3363 -1.0059
H -1.4299 -2.1349 -0.1593
H -2.7569 -1.4631 -0.5117
O -1.8858 -1.6191 -0.8379
H -1.0052 2.3982 1.5350
H -0.4010 1.0872 1.3570
O -1.0376 1.5209 1.9352
H 0.7703 -1.1936 1.4032
H -0.5535 -0.9237 1.1513
O -0.0668 -1.6721 1.5479
```

=====

Record 16
A 4-piece molecular cluster, C2H10O4 overall in a non-equilibrium geometry, computed with ωB97M-V/def2-TZVPD.

The SMILES is C=CO.O.O.O. The energy above the lowest of the compared OMol25 structures with the same formula, charge and spin comes out at 0.9762 eV. Its HOMO-LUMO gap is 9.3 eV. As for the LUMO energy: 0.0137 Ha.

XYZ file:
```
16
C2H10O4 | OMol25 | ωB97M-V/def2-TZVPD
C -2.3126 0.0408 0.2629
C -1.6812 0.7920 -0.6351
O -0.4031 1.1934 -0.4522
H -3.2165 -0.4408 -0.0715
H -1.7193 -0.3666 1.0759
H -2.2183 1.2194 -1.4747
H -0.1539 1.8396 -1.1217
H 2.3217 1.3454 -0.5423
H 1.8661 0.6084 -1.8144
O 2.2316 1.4432 -1.4941
H 0.5748 0.0744 2.3479
H 2.0656 -0.1674 2.2296
O 1.2176 -0.5074 1.9250
H 0.6810 -3.0958 0.0600
H 0.5137 -1.6051 0.1097
O 0.2330 -2.3736 -0.4050
```